Entry 1:
94
Properties=species:S:1:pos:R:3:forces:R:3:lowdin_charge:R:1 method="wB97M-V/def2-TZVPD" lumo_energy_ev=3.384 total_charge=-2 total_energy_ev=-133223.3543 max_force_ev_per_a=0.53 de_lowest_kj_mol=9.57 gap_ev=4.8 homo_energy_ev=-1.4
Na -0.0854 1.8194 1.2521 -0.230 0.325 -0.351 -0.0400
C -2.1062 -3.0668 -4.9558 0.095 -0.030 0.034 -0.4104
S -0.5033 -3.8905 -4.8363 -0.028 -0.024 0.022 0.7784
C -0.5376 -4.4325 -3.1015 -0.020 0.068 -0.022 -0.4975
C -0.8338 -3.3376 -2.0825 0.021 -0.042 -0.021 -0.2549
C 0.1065 -2.1461 -2.2070 -0.090 0.061 0.005 -0.2951
N -0.0274 -1.1658 -1.1353 0.113 -0.019 -0.226 -0.4637
P 0.6549 -1.3060 0.4482 0.182 -0.028 -0.146 1.0061
C -0.8213 -1.3506 1.5198 0.016 -0.038 0.061 -0.3797
C -2.0527 -1.8621 1.1129 -0.026 -0.003 -0.025 -0.1005
C -3.1630 -1.7486 1.9305 -0.010 0.042 0.070 -0.0794
C -3.0564 -1.1113 3.1635 0.002 -0.037 -0.075 -0.0705
C -1.8404 -0.5964 3.5811 0.012 -0.003 0.009 -0.0543
C -0.7229 -0.7161 2.7587 -0.060 -0.054 0.052 -0.1003
C 1.2845 -3.0310 0.4507 -0.116 -0.063 0.124 -0.3576
C 0.7404 -4.0552 1.2261 0.011 0.047 -0.045 -0.0895
C 1.3196 -5.3169 1.2404 -0.008 -0.005 0.001 -0.0939
C 2.4469 -5.5785 0.4746 -0.012 -0.025 0.020 -0.1094
C 3.0073 -4.5641 -0.2897 0.016 0.048 -0.034 -0.0972
C 2.4407 -3.2983 -0.2867 -0.029 0.011 0.027 -0.1202
P -0.0807 0.5703 -1.4333 0.117 0.028 0.300 0.9301
C 1.4357 0.7777 -2.4633 -0.025 -0.059 0.020 -0.3680
C 1.5790 0.3934 -3.7952 -0.033 -0.013 0.030 -0.0959
C 2.8120 0.4750 -4.4292 0.003 0.000 0.000 -0.0946
C 3.9215 0.9434 -3.7397 -0.027 -0.015 -0.022 -0.1102
C 3.7896 1.3383 -2.4152 0.041 0.015 0.016 -0.0917
C 2.5581 1.2566 -1.7841 -0.073 0.012 -0.032 -0.1314
C -1.4518 0.6474 -2.6355 -0.053 -0.037 0.042 -0.3586
C -1.4803 1.5664 -3.6818 0.061 0.001 0.031 -0.1059
C -2.6027 1.6738 -4.4901 -0.044 0.009 -0.032 -0.0794
C -3.7157 0.8781 -4.2582 -0.002 -0.014 0.010 -0.1012
C -3.7075 -0.0207 -3.2002 0.050 0.010 0.011 -0.0983
C -2.5848 -0.1289 -2.3936 -0.011 -0.007 -0.008 -0.1198
H -2.2443 -2.8008 -6.0021 -0.014 0.009 -0.007 0.0274
H -2.1352 -2.1566 -4.3583 -0.023 0.019 -0.003 0.0109
H -2.9109 -3.7361 -4.6508 -0.018 0.001 -0.003 0.0390
H 0.4578 -4.8462 -2.9238 0.010 -0.008 -0.006 0.0668
H -1.2564 -5.2485 -3.0030 -0.005 -0.007 0.000 0.0691
H -0.7490 -3.7788 -1.0868 0.004 -0.013 0.013 0.0946
H -1.8667 -2.9952 -2.1897 -0.002 0.027 0.021 0.0926
H -0.1232 -1.6261 -3.1379 0.033 -0.031 -0.001 0.0729
H 1.1380 -2.5042 -2.3170 -0.010 -0.013 -0.006 0.1005
H -2.1447 -2.3192 0.1359 0.018 -0.009 -0.013 0.0797
H -4.1222 -2.1260 1.5968 0.005 -0.005 -0.006 0.0983
H -3.9317 -0.9913 3.7889 -0.014 0.001 0.002 0.1019
H -1.7610 -0.0748 4.5258 0.056 0.037 0.040 0.0703
H 0.2257 -0.2979 3.0903 0.017 0.003 0.009 0.0799
H -0.1461 -3.8595 1.8172 0.000 -0.006 0.010 0.0998
H 0.8845 -6.0990 1.8507 -0.001 -0.006 0.001 0.0965
H 2.8945 -6.5647 0.4822 0.000 -0.005 0.000 0.0918
H 3.8956 -4.7542 -0.8799 0.002 -0.002 0.000 0.0968
H 2.8990 -2.4975 -0.8582 0.023 -0.009 -0.010 0.1033
H 0.7181 0.0379 -4.3492 0.014 0.005 -0.010 0.0960
H 2.9042 0.1743 -5.4661 -0.004 -0.003 -0.007 0.0940
H 4.8819 1.0123 -4.2367 0.001 0.002 0.001 0.0900
H 4.6465 1.7281 -1.8791 -0.003 0.005 0.020 0.0962
H 2.4418 1.5951 -0.7602 0.026 0.001 0.014 0.0717
H -0.6367 2.2301 -3.8272 -0.006 -0.001 -0.005 0.0832
H -2.6188 2.4058 -5.2882 0.016 0.007 0.003 0.0993
H -4.5976 0.9805 -4.8790 -0.001 0.003 -0.005 0.0918
H -4.5851 -0.6175 -2.9830 -0.011 -0.003 0.002 0.0984
H -2.5954 -0.7926 -1.5381 -0.009 0.006 -0.008 0.0837
N 4.1954 1.9666 2.8692 -0.087 -0.023 -0.103 0.0133
C 3.2819 1.2484 2.1978 0.072 0.034 0.178 -0.1977
N 2.1555 1.9084 2.1585 -0.133 0.046 -0.127 0.1205
C 2.4286 3.0515 2.8510 -0.044 -0.030 0.005 -0.3222
N 3.6642 3.1295 3.2917 -0.009 0.073 0.032 0.1233
C 1.3925 4.0721 3.0888 -0.013 -0.109 -0.024 -0.1941
C 1.6172 5.2101 3.8491 0.020 0.057 0.036 -0.0767
N 0.6623 6.1112 4.0520 0.023 -0.009 -0.003 0.0757
C -0.5197 5.8587 3.4981 0.024 0.014 0.016 -0.1119
C -0.7560 4.7160 2.7450 -0.028 0.062 -0.007 -0.0814
N 0.2053 3.8297 2.5429 0.047 -0.067 0.043 0.1274
H 5.1362 1.7250 3.1153 0.045 -0.033 0.032 0.1441
H 3.4582 0.2697 1.7836 0.018 -0.023 -0.025 0.1169
H 2.5836 5.3864 4.3041 0.007 -0.012 -0.005 0.1082
H -1.3031 6.5888 3.6593 -0.033 -0.010 -0.018 0.1011
H -1.7177 4.4982 2.2921 -0.011 0.011 0.001 0.0872
S 0.1344 3.5660 -1.3635 -0.050 0.028 0.121 0.5247
C -1.4322 4.3330 -1.2176 0.055 -0.047 -0.004 -0.7785
C -1.5539 5.5716 -1.9388 -0.060 -0.028 -0.031 -0.3410
N -1.6263 6.5503 -2.5465 0.026 0.023 0.011 0.1082
C -2.5244 3.8822 -0.5242 0.013 -0.112 0.021 -0.8077
S -2.6883 2.4265 0.4208 0.075 0.014 0.019 0.4980
C -3.7165 4.6923 -0.5520 0.040 0.074 -0.002 -0.3414
N -4.6794 5.3275 -0.5387 -0.029 -0.016 -0.018 0.1125
C 0.6500 -1.7091 6.4526 0.050 0.068 -0.029 -0.1710
O -0.0466 -0.4744 6.4798 0.111 0.111 0.023 -0.3074
C 0.5640 0.6628 6.0093 -0.212 -0.153 -0.175 -1.4190
S -0.4277 2.0117 6.0611 0.007 0.058 0.035 0.4644
S 2.1302 0.5805 5.3878 0.134 -0.165 0.113 0.4870
H -0.0108 -2.4216 6.9483 0.012 0.012 -0.029 0.0792
H 1.6029 -1.6348 6.9775 0.002 -0.023 0.017 0.0538
H 0.8545 -2.0277 5.4279 -0.017 0.009 0.005 0.0631

---

Entry 2:
143
Properties=species:S:1:pos:R:3:forces:R:3:mulliken_spin:R:1 method="wB97M-V/def2-TZVPD" lumo_energy_ev="-10.961 / -15.001" total_charge=+5 multiplicity=2 total_energy_ev=-63647.6589 max_force_ev_per_a=4.19 s2=0.75 gap_ev="7.8 / 3.7" homo_energy_ev="-18.7 / -18.7"
C -0.6207 0.5998 0.3411 -0.721 -1.714 0.421 0.0045
C 0.3707 0.6401 -0.8179 0.245 0.407 2.396 -0.0047
O 1.7016 0.4082 -0.3598 -1.443 0.498 -0.779 0.8975
H -0.4412 -0.2894 0.9453 0.050 -0.225 0.020 0.0011
H -1.6257 0.4514 -0.0539 -0.124 0.186 -0.129 0.0039
H -0.6861 1.4011 1.0772 0.531 0.532 -0.550 0.0050
H 0.1535 1.6524 -1.1588 1.141 0.338 -1.042 0.0567
H 0.1520 -0.0745 -1.6114 0.054 -0.009 -0.238 0.0259
C 7.6865 3.4713 3.1749 -1.155 0.494 -0.777 0.0000
C 6.2487 3.9619 3.5501 -0.420 -0.476 -0.567 -0.0001
C 5.0557 3.7290 2.5706 1.332 -0.693 -2.048 0.0000
C 3.7568 4.2630 3.0914 -0.389 0.309 -0.319 0.0003
N 2.4531 3.7345 2.4368 -0.368 -2.502 -0.262 -0.0034
C 1.1602 4.2486 3.0688 0.968 2.705 -1.118 -0.0007
C 0.8358 5.4686 2.1839 -1.160 0.283 -1.065 0.0002
C 1.0072 4.9596 0.7625 1.073 -0.484 -0.350 0.0014
C 2.2570 4.0795 0.9395 -0.044 -0.473 -0.712 0.0031
C 2.4465 2.1932 2.7191 0.552 1.005 0.431 0.0029
H 7.9642 3.7034 2.1467 -0.164 0.179 -0.154 0.0000
H 7.7347 2.3851 3.2523 0.243 0.097 0.370 0.0000
H 8.4194 4.0011 3.7835 -0.107 -0.423 0.247 0.0000
H 6.1814 5.0463 3.6385 0.578 0.015 0.821 0.0000
H 5.9989 3.4133 4.4582 -0.100 0.593 0.433 0.0000
H 4.9764 2.7103 2.1911 0.055 -0.475 0.574 -0.0002
H 5.3040 4.2449 1.6431 0.094 0.366 -0.149 0.0000
H 3.7412 5.3301 2.8696 -0.180 0.116 0.789 0.0000
H 3.7565 3.9625 4.1392 -0.773 0.601 0.163 0.0000
H 0.4248 3.4585 2.9167 -0.044 0.290 0.761 0.0005
H 1.3557 4.7487 4.0174 -0.152 -1.321 0.649 0.0000
H -0.1470 5.9020 2.3696 -0.082 -0.239 0.182 0.0000
H 1.5153 6.3158 2.2771 0.295 -0.213 0.579 0.0000
H 0.2392 4.3452 0.2924 -0.596 -0.032 0.756 -0.0005
H 1.2487 5.6403 -0.0539 -0.130 0.720 0.531 0.0005
H 1.9950 3.2014 0.3491 0.784 -0.628 0.455 0.0058
H 3.1285 4.5460 0.4802 0.258 -0.116 0.621 -0.0003
H 1.4987 1.6814 2.5516 -0.082 0.545 -0.571 -0.0005
H 2.6111 2.1372 3.7951 0.146 -0.120 -0.010 0.0003
H 3.2707 1.6891 2.2145 -0.218 0.241 -0.065 -0.0024
C 0.9880 -5.8984 3.6373 -0.409 0.486 1.055 0.0000
O 1.5740 -4.5995 3.3720 -1.025 1.040 0.030 0.0000
C 0.5740 -3.5920 3.2873 1.556 0.764 -2.778 -0.0004
C 1.2146 -2.3495 2.4981 0.496 -1.952 1.549 0.0008
N 1.9156 -2.7846 1.1518 -2.226 1.105 1.530 -0.0006
H 2.3531 -1.9217 0.8616 0.537 0.133 -0.393 0.0042
H 2.6240 -3.4887 1.3016 0.364 -0.675 0.350 0.0000
C 0.9735 -3.1995 0.0689 -1.527 -0.002 1.161 0.0046
C 1.6503 -3.4546 -1.1742 3.687 -1.642 -1.124 -0.0027
O 2.5635 -4.6060 -0.9370 -1.019 0.437 -1.280 0.0008
C 3.4464 -4.9148 -2.0959 -0.528 1.379 0.016 0.0004
H 0.7138 -6.3952 2.7067 0.235 -0.166 0.182 0.0000
H 0.1170 -5.7316 4.2711 -0.442 -0.082 -0.274 0.0000
H 1.6205 -6.4498 4.3330 0.500 -0.137 -0.755 0.0000
H 0.1052 -3.2224 4.1993 0.387 -0.188 0.374 0.0000
H -0.2144 -3.8393 2.5764 -0.529 -0.861 0.256 0.0001
H 1.9738 -1.9330 3.1601 0.367 0.036 -0.422 0.0002
H 0.4399 -1.5933 2.3716 0.183 -0.102 -0.750 -0.0001
H 0.2440 -2.4021 -0.0732 0.022 0.189 0.207 -0.0059
H 0.4043 -4.1011 0.2955 0.245 -0.013 0.758 0.0011
H 2.3740 -2.6656 -1.3785 -0.278 0.711 -0.531 0.0010
H 0.9265 -3.5525 -1.9833 0.191 -0.386 -0.196 0.0002
H 3.7403 -5.9605 -2.1870 -0.283 0.130 0.648 0.0000
H 4.3106 -4.2512 -2.0672 0.378 -0.268 0.516 -0.0001
H 2.9900 -4.6042 -3.0357 -0.624 -0.347 -0.001 -0.0001
C -4.1124 -3.5265 6.5276 -0.458 -1.313 1.318 0.0000
O -3.9031 -2.4555 5.6492 0.675 1.169 -1.866 0.0000
C -2.9559 -2.6791 4.6362 0.825 -0.763 1.923 0.0000
C -3.0086 -1.7035 3.5522 -2.037 1.049 -2.990 -0.0001
N -3.3301 -0.2989 3.9546 0.690 0.319 2.000 0.0000
H -4.0695 -0.3996 4.6352 -0.629 0.039 0.693 0.0000
H -2.4966 -0.1436 4.5036 0.085 1.273 0.709 0.0000
C -3.6645 0.8554 3.0212 0.298 -1.017 -0.898 0.0000
C -4.2180 2.1770 3.6135 0.715 0.723 0.530 0.0000
O -3.3203 2.8035 4.5495 -3.830 -1.542 0.510 0.0000
C -2.1577 3.3366 4.1050 1.639 -0.590 -0.091 0.0000
H -3.9292 -3.2197 7.5573 0.010 0.197 -0.099 0.0000
H -3.4724 -4.3892 6.3423 0.194 0.117 -0.266 0.0000
H -5.1414 -3.8800 6.4623 -0.028 0.159 -0.105 0.0000
H -3.0449 -3.6524 4.1535 -0.197 -0.257 0.057 0.0000
H -1.9228 -2.6278 4.9801 0.222 -0.266 0.981 0.0000
H -3.8472 -2.0054 2.9247 0.256 0.140 -0.654 0.0000
H -2.0520 -1.6470 3.0327 -0.218 -0.298 -0.344 -0.0001
H -4.3424 0.3245 2.3529 -0.449 0.749 -0.264 0.0000
H -2.7524 1.0195 2.4474 0.028 0.115 0.036 0.0001
H -5.2088 2.0627 4.0534 0.287 -0.265 0.552 0.0000
H -4.4016 2.9298 2.8469 0.098 -0.490 -0.803 0.0000
H -1.5607 3.0495 4.9706 1.296 0.561 -0.499 0.0000
H -2.0651 4.4014 3.8912 -0.705 0.254 0.218 0.0000
H -1.8841 2.8075 3.1921 0.803 -0.080 -0.283 0.0002
C 5.8681 3.7658 -3.9795 0.634 1.464 0.242 0.0000
O 5.7991 2.5723 -3.2623 -0.595 -2.302 2.415 0.0000
C 5.4578 2.7125 -1.8632 -0.685 -0.335 -0.739 -0.0005
C 5.0433 1.3949 -1.2203 0.427 -0.551 0.652 -0.0038
N 3.9892 0.7219 -2.0072 0.411 -0.768 -1.406 0.0224
H 3.1554 0.6015 -1.4501 -0.429 -0.103 0.110 -0.0263
H 3.8000 1.4012 -2.7303 -0.386 0.044 -1.058 0.0017
C 4.3501 -0.5829 -2.6865 0.982 -0.964 0.897 0.0002
C 3.3056 -0.9802 -3.6913 -0.298 1.809 -0.880 0.0017
O 3.3834 0.0433 -4.6560 0.174 0.564 -0.551 0.0000
C 2.2645 0.1382 -5.5277 -0.970 -0.214 0.458 -0.0004
H 6.5914 4.3715 -3.4335 -0.165 0.687 -0.291 0.0000
H 4.8885 4.2395 -4.0434 -0.046 0.217 0.040 0.0000
H 6.2676 3.6405 -4.9859 -0.133 -0.580 0.177 0.0000
H 4.5407 3.2917 -1.7553 -0.125 0.794 -0.334 -0.0004
H 6.1690 3.1279 -1.1492 0.656 0.390 -0.621 -0.0001
H 4.5073 1.5650 -0.2865 0.588 0.607 0.349 0.0040
H 5.8609 0.7135 -0.9853 0.018 -0.070 -0.361 0.0001
H 4.3749 -1.3702 -1.9331 0.072 0.160 0.442 0.0010
H 5.3887 -0.4613 -2.9942 -0.260 -0.024 -0.686 0.0001
H 2.3742 -0.9106 -3.1292 -0.812 0.070 0.082 -0.0013
H 3.2635 -1.9587 -4.1697 0.873 -0.307 0.333 0.0003
H 2.2372 0.9454 -6.2597 1.232 -0.002 0.087 0.0000
H 1.4170 0.4095 -4.8981 -0.586 -0.396 0.154 0.0001
H 2.0855 -0.8009 -6.0512 -0.026 -0.064 0.015 0.0000
C -5.9274 0.0033 -6.3540 -0.269 -0.472 0.808 0.0000
C -6.1543 -1.0266 -5.1737 0.649 1.820 -0.823 0.0000
N -4.9272 -1.3586 -4.2750 1.549 0.620 -2.166 0.0002
C -3.9547 -2.2703 -5.0761 -1.470 0.092 1.137 0.0000
C -4.1931 -0.0342 -3.9300 0.277 -0.050 0.797 0.0001
C -3.0157 -0.0850 -2.8344 -1.355 -0.431 -1.034 -0.0004
C -5.3957 -2.0142 -3.0002 -1.556 -0.201 -1.132 0.0000
C -6.4863 -3.1139 -3.2129 -1.361 -0.201 -1.810 0.0000
O -7.8067 -2.6697 -3.7095 2.558 1.397 0.514 0.0000
C -8.7461 -3.7321 -3.8461 0.218 0.748 1.673 0.0000
H -5.2523 -0.3658 -7.1261 0.146 0.195 0.141 0.0000
H -5.7312 1.0299 -6.0447 0.705 -0.178 0.264 0.0000
H -6.8783 0.1952 -6.8509 -0.296 -0.737 0.030 0.0000
H -6.5031 -1.9591 -5.6175 -0.129 0.099 0.583 0.0000
H -6.8237 -0.5576 -4.4526 -0.463 -0.499 -0.317 0.0000
H -3.8055 -1.9509 -6.1075 0.086 0.467 0.362 0.0000
H -4.4943 -3.2164 -5.1185 0.440 -0.155 -0.017 0.0000
H -3.0544 -2.3390 -4.4655 0.046 -0.151 -0.429 0.0001
H -4.9647 0.6239 -3.5305 -0.111 -0.092 0.130 0.0000
H -3.9127 0.4463 -4.8673 0.356 -0.444 0.051 0.0000
H -3.4583 -0.4129 -1.8938 0.136 -0.082 0.057 -0.0002
H -2.5969 0.9073 -2.6669 -0.324 0.165 -0.314 0.0004
H -2.1777 -0.7317 -3.0943 -0.149 -0.165 -0.173 0.0005
H -5.8275 -1.1362 -2.5198 0.214 -0.428 1.008 0.0000
H -4.4872 -2.4788 -2.6170 -0.340 0.202 0.740 0.0000
H -6.6458 -3.8122 -2.3913 0.273 0.515 0.661 0.0000
H -6.1052 -3.7729 -3.9929 0.264 -0.265 -0.211 0.0000
H -8.8346 -4.0312 -2.8017 -0.136 -1.507 -0.200 0.0000
H -8.3868 -4.4410 -4.5921 -0.518 -0.289 0.219 0.0000
H -9.7248 -3.2760 -3.9955 0.237 -0.046 -0.866 0.0000